Below is the molecule C6H8, with properties calculated with ωB97M-V/def2-TZVPD.

- SMILES string: C#C/C(C)=C/C
- Relative energy (zero: lowest compared OMol25 entry of this formula, charge and spin): 215.0 kJ/mol
- Kohn-Sham gap: 0.366 hartree
- LUMO energy: 1.028 eV

The geometry in XYZ format:
```
14
Properties=species:S:1:pos:R:3:lowdin_charge:R:1
C -0.24646 -0.54888 3.40995 0.089
C -0.25360 -0.33151 2.21442 -0.075
C -0.27834 -0.06466 0.69240 -0.297
C -0.88639 1.21294 0.11503 -0.046
C 0.51018 -0.83347 -0.04631 -0.145
C 0.89360 -0.59461 -1.47953 -0.092
H 0.04775 -0.71473 4.40783 0.010
H -0.98400 1.19587 -0.93579 0.056
H -1.94900 1.23558 0.48451 0.102
H -0.34769 1.98058 0.52650 0.052
H 0.91324 -1.74456 0.52044 0.132
H 1.75676 -1.17531 -1.71033 0.057
H 1.08677 0.41542 -1.52185 0.037
H 0.08924 -0.89246 -2.26676 0.121
```